Here is 13 unconnected molecules or ions with the total composition C6H37NO12 in a non-equilibrium geometry from OMol25. Energies are from wB97M-V/def2-TZVPD.

As for the spin multiplicity: 1. The energy above the lowest of the compared OMol25 structures with the same formula, charge and spin comes out at 110.9 kcal/mol. For the total energy, the calculation gives -32880.0330 eV. Its HOMO energy is -9.27 eV.

Each line ends with the natural charge from an NBO analysis.
Atoms and positions in Å:
C 0.317 -2.526 -2.154  -0.651
C -0.225 -1.399 -1.229  -0.036
C -0.573 -0.059 -1.858  -0.445
C 0.285 0.171 -3.155  -0.448
C 1.811 2.077 -3.471  -0.432
C 0.580 1.674 -3.197  -0.148
N 0.824 -1.097 -0.166  -0.921
H -0.480 -2.753 -2.899  0.221
H 0.207 -3.423 -1.543  0.237
H 1.269 -2.444 -2.621  0.201
H -0.902 -1.751 -0.454  0.191
H -0.425 0.770 -1.175  0.201
H -1.675 -0.033 -1.825  0.270
H 1.158 -0.463 -2.951  0.187
H -0.248 -0.172 -4.044  0.229
H 2.081 3.113 -3.431  0.205
H 2.548 1.371 -3.757  0.185
H -0.318 2.240 -2.985  0.205
H 1.133 -0.146 -0.050  0.363
H 1.661 -1.700 -0.195  0.377
H -3.630 -2.255 0.633  0.495
H -2.437 -2.652 -0.348  0.484
O -3.383 -2.567 -0.238  -0.961
H -1.509 2.803 -0.474  0.515
H -0.979 1.644 0.709  0.539
O -1.584 2.301 0.331  -1.041
H -2.753 1.727 1.427  0.482
H -3.573 1.632 2.635  0.435
O -3.372 1.100 1.857  -0.945
H 2.661 0.408 -1.866  0.479
H 3.636 1.559 -1.778  0.477
O 3.319 0.806 -1.274  -0.953
H 0.140 -2.083 2.984  0.491
H -0.647 -0.684 3.498  0.513
O -0.239 -1.532 3.660  -1.007
H 4.519 0.155 0.502  0.495
H 4.140 -1.217 1.190  0.465
O 4.469 -0.328 1.323  -0.960
H 1.240 0.340 4.490  0.479
H 2.620 -0.012 3.986  0.475
O 2.053 0.747 4.169  -0.953
H -1.944 3.940 1.266  0.479
H -0.735 4.142 2.135  0.460
O -1.438 4.654 1.705  -0.952
H -4.250 -1.191 -2.825  0.461
H -3.937 -1.231 -1.378  0.493
O -3.844 -0.636 -2.153  -0.968
H 0.218 1.298 2.532  0.502
H 0.682 0.031 1.648  0.510
O -0.066 0.611 1.869  -0.989
H -2.170 2.135 3.753  0.465
H -2.459 0.882 4.605  0.480
O -1.761 1.495 4.336  -0.945
H 2.624 -3.660 -1.324  0.469
H 3.095 -4.031 0.006  0.471
O 2.261 -3.783 -0.434  -0.932

=====

Here is 13 unconnected molecules or ions with the total composition C6H37NO12 in a non-equilibrium geometry from OMol25. Energies are from wB97M-V/def2-TZVPD.

As for the spin multiplicity: 1. The energy above the lowest of the compared OMol25 structures with the same formula, charge and spin comes out at 85.3 kcal/mol. For the total energy, the calculation gives -32881.1439 eV. Its HOMO energy is -7.99 eV.

Each line ends with the natural charge from an NBO analysis.
Atoms and positions in Å:
C -1.934 2.865 2.353  -0.618
C -1.023 1.825 3.048  -0.389
C -0.782 0.640 2.081  -0.444
N -0.242 -1.172 -0.226  -0.908
C 0.112 0.224 -0.221  0.277
C -0.186 1.078 0.767  -0.310
C 0.672 0.652 -1.587  -0.687
H -1.476 3.353 1.492  0.194
H -2.988 2.668 2.243  0.209
H -1.870 3.693 3.090  0.209
H -0.147 2.403 3.334  0.202
H -1.493 1.368 3.927  0.206
H -1.706 0.105 1.921  0.210
H -0.116 -0.157 2.453  0.209
H -1.010 -1.324 0.430  0.417
H 0.617 -1.697 -0.178  0.362
H -0.085 2.130 0.553  0.158
H -0.121 1.290 -2.008  0.211
H 0.713 -0.286 -2.131  0.212
H 1.587 1.211 -1.688  0.231
H 3.166 -3.417 1.572  0.477
H 2.027 -4.239 0.875  0.507
O 2.464 -3.376 0.918  -0.982
H -0.033 -4.077 -0.673  0.497
H -0.881 -4.995 0.049  0.471
O 0.064 -4.826 -0.059  -0.974
H -2.942 2.140 -1.372  0.493
H -4.066 1.427 -2.166  0.484
O -3.181 1.339 -1.842  -0.968
H -4.373 -1.855 -0.830  0.482
H -3.576 -0.473 -0.624  0.501
O -4.019 -1.219 -0.211  -0.985
H 2.559 -0.098 1.837  0.460
H 2.947 0.826 0.940  0.490
O 3.221 0.611 1.843  -0.955
H -0.008 -3.084 -2.950  0.474
H -1.318 -2.330 -2.418  0.512
O -0.810 -3.149 -2.434  -0.984
H 3.425 -0.183 -1.992  0.496
H 3.482 1.310 -2.550  0.466
O 3.226 0.404 -2.714  -0.976
H 1.192 3.471 -0.628  0.474
H 0.205 3.611 0.340  0.448
O 0.607 4.182 -0.334  -0.920
H -0.913 -0.626 -4.217  0.481
H -1.892 -0.115 -3.073  0.496
O -1.762 -0.748 -3.788  -0.971
H -3.096 -1.868 1.695  0.496
H -2.078 -2.948 1.993  0.477
O -2.181 -2.114 1.531  -0.949
H 4.173 -1.315 -0.084  0.493
H 2.640 -1.510 -0.365  0.496
O 3.355 -0.877 -0.330  -0.965
H 3.114 3.065 1.567  0.491
H 3.781 3.231 0.212  0.471
O 2.960 2.955 0.629  -0.955

=====

Here is 13 unconnected molecules or ions with the total composition C6H37NO13 in a non-equilibrium geometry from OMol25. Energies are from wB97M-V/def2-TZVPD.

As for the spin multiplicity: 1. The energy above the lowest of the compared OMol25 structures with the same formula, charge and spin comes out at 152.3 kcal/mol. For the total energy, the calculation gives -34926.2307 eV. Its HOMO energy is -9.42 eV.

Each line ends with the natural charge from an NBO analysis.
Atoms and positions in Å:
O 3.682 -0.436 1.601  -0.519
C 3.133 -0.205 0.596  0.449
C 1.562 -0.201 0.749  -0.333
N 1.186 -0.097 -0.694  -0.674
C -0.190 0.463 -0.939  -0.254
C -0.324 0.047 -2.447  -0.198
C -1.726 0.388 -3.026  -0.616
C 0.575 0.870 -3.468  -0.614
H 3.569 -0.077 -0.384  0.124
H 1.172 -1.017 1.320  0.192
H 1.176 0.825 1.157  0.211
H 1.184 -1.050 -1.023  0.372
H -0.186 1.478 -0.924  0.192
H -1.036 -0.156 -0.448  0.211
H 0.034 -0.965 -2.575  0.192
H -1.760 -0.022 -3.987  0.210
H -2.475 -0.174 -2.481  0.204
H -2.051 1.394 -3.036  0.205
H 0.490 1.946 -3.430  0.205
H 0.414 0.506 -4.460  0.205
H 1.760 0.653 -3.319  0.204
H -3.223 -2.812 0.845  0.467
H -1.812 -2.652 0.852  0.513
O -2.551 -2.833 0.249  -0.978
H -2.765 2.335 0.077  0.484
H -2.375 3.715 -0.050  0.479
O -2.468 2.962 0.637  -0.949
H -2.059 -2.861 -2.013  0.458
H -3.247 -3.448 -1.322  0.482
O -2.714 -3.586 -2.087  -0.946
H -2.924 -0.807 0.346  0.489
H -1.977 0.311 0.968  0.495
O -2.839 0.109 0.588  -0.993
H 0.770 -1.667 4.476  0.489
H 1.665 -1.485 3.324  0.455
O 1.142 -2.064 3.638  -0.928
H 0.577 -3.861 -1.816  0.483
H 1.134 -4.014 -0.380  0.479
O 1.283 -3.537 -1.235  -0.957
H -1.627 2.230 2.046  0.501
H -0.174 1.658 2.115  0.487
O -1.067 1.646 2.451  -0.995
H -0.942 -1.105 2.981  0.516
H -0.152 -2.248 2.203  0.491
O -1.033 -1.735 2.222  -1.038
H 0.844 3.336 1.767  0.477
H 2.014 3.223 2.583  0.491
O 1.498 2.688 1.990  -0.946
H -2.193 0.118 4.430  0.477
H -0.861 0.663 4.156  0.500
O -1.352 -0.146 4.331  -0.944
H 4.131 0.340 -2.770  0.462
H 3.107 0.621 -1.732  0.480
O 3.836 1.031 -2.289  -0.950
H 3.119 3.243 -1.436  0.479
H 2.312 2.880 -0.257  0.463
O 2.732 3.582 -0.672  -0.942

=====

Here is 13 unconnected molecules or ions with the total composition C6H38N2O12 in a non-equilibrium geometry from OMol25. Energies are from wB97M-V/def2-TZVPD.

As for the spin multiplicity: 1. The energy above the lowest of the compared OMol25 structures with the same formula, charge and spin comes out at 54.3 kcal/mol. For the total energy, the calculation gives -34387.7992 eV. Its HOMO energy is -8.59 eV.

Each line ends with the natural charge from an NBO analysis.
Atoms and positions in Å:
C 3.324 0.554 -0.653  -0.662
C 1.942 1.244 -0.797  -0.035
C 1.632 2.210 0.343  -0.419
C 0.830 1.607 1.484  -0.419
N -2.859 1.256 1.963  -0.860
C -1.575 1.866 2.109  -0.024
C -0.646 1.735 1.178  -0.284
N 1.869 1.949 -2.106  -0.894
H 3.610 0.301 -1.663  0.247
H 3.189 -0.194 0.122  0.221
H 4.076 1.304 -0.379  0.196
H 1.177 0.468 -0.791  0.172
H 1.027 3.050 -0.008  0.186
H 2.569 2.726 0.572  0.211
H 1.109 1.884 2.505  0.231
H 0.872 0.504 1.499  0.200
H -3.135 1.426 0.994  0.406
H -3.588 1.706 2.505  0.364
H -1.395 2.268 3.103  0.195
H -0.897 1.567 0.128  0.177
H 1.971 1.284 -2.842  0.397
H 2.539 2.713 -1.984  0.364
H 2.826 -3.560 1.478  0.515
H 1.487 -3.801 2.129  0.472
O 2.279 -3.313 2.287  -0.985
H -0.594 -1.599 -1.328  0.506
H -0.627 -0.164 -1.556  0.482
O -0.218 -0.940 -1.938  -0.966
H 2.185 -2.489 -0.259  0.497
H 3.508 -1.917 -0.818  0.495
O 3.141 -2.625 -0.173  -1.002
H -0.163 -3.579 -0.131  0.513
H 0.010 -2.132 0.495  0.497
O 0.436 -2.841 -0.001  -0.991
H -0.552 3.806 -0.966  0.469
H -1.860 3.757 -0.283  0.477
O -1.478 3.954 -1.186  -0.941
H 1.407 -0.963 -2.341  0.504
H 2.239 -1.758 -3.449  0.481
O 2.227 -0.918 -2.905  -1.015
H -4.171 -1.303 -1.501  0.473
H -3.513 0.007 -1.070  0.503
O -3.336 -0.929 -1.246  -0.981
H 2.338 -1.026 3.033  0.459
H 2.309 -2.209 3.768  0.490
O 2.133 -1.276 3.932  -0.958
H -3.921 2.649 -1.108  0.503
H -2.462 2.020 -1.000  0.528
O -3.323 2.083 -0.545  -1.022
H -2.628 -2.217 0.393  0.502
H -2.892 -2.991 -0.751  0.460
O -2.309 -3.028 0.035  -0.965
H -1.960 0.491 -2.892  0.515
H -0.671 1.532 -2.472  0.523
O -1.644 1.287 -2.442  -1.007
H -1.848 -0.578 2.166  0.506
H -0.784 -1.623 2.292  0.479
O -1.579 -1.429 1.774  -0.985

=====

Here is 8 unconnected molecules or ions with the total composition C6H39N7O6S in a non-equilibrium geometry from OMol25. Energies are from wB97M-V/def2-TZVPD.

As for the spin multiplicity: 2. The energy above the lowest of the compared OMol25 structures with the same formula, charge and spin comes out at 0.7 kcal/mol. For the total energy, the calculation gives -40375.9746 eV. As for the net charge: +3. Its HOMO energy (spin up / spin down) is -12.85 / -17.07 eV.

Each line ends with the natural charge from an NBO analysis.
Atoms and positions in Å:
N -1.179 -3.881 2.967  -0.881
H -0.361 -4.469 2.893  0.421
H -1.926 -4.535 3.154  0.450
H -1.239 -3.449 2.057  0.455
H -1.094 -3.157 3.667  0.431
N 2.280 -2.918 0.381  -1.064
H 1.892 -3.760 0.782  0.315
H 2.221 -3.092 -0.612  0.285
H 3.229 -2.624 0.564  0.442
H 1.537 -2.235 0.422  0.429
N 0.701 -1.099 -2.734  -0.878
H 0.768 -0.754 -3.681  0.465
H -0.182 -1.348 -2.312  0.470
H 1.038 -0.368 -2.124  0.425
H 1.180 -1.982 -2.629  0.376
N -2.756 0.462 3.312  -0.866
H -2.243 1.210 3.756  0.449
H -3.743 0.679 3.315  0.461
H -2.709 -0.380 3.867  0.427
H -2.435 0.124 2.416  0.477
N 0.874 0.579 1.539  -0.920
H 0.544 0.742 2.479  0.420
H 0.627 -0.332 1.180  0.440
H 1.840 0.870 1.589  0.430
H 0.335 1.169 0.921  0.460
N -0.520 -4.710 -0.889  -0.956
H -1.072 -3.912 -0.609  0.462
H -1.132 -5.477 -1.129  0.449
H -0.187 -4.878 0.050  0.334
H 0.320 -4.558 -1.429  0.359
S -1.225 -1.694 0.412  2.672
O -1.992 -0.607 0.989  -1.069
O -1.789 -2.991 0.665  -1.067
O -0.999 -1.542 -1.026  -1.064
O -0.012 -1.763 1.213  -1.130
C 1.745 3.834 2.827  -0.240
O 0.735 3.809 1.852  -0.567
C 1.263 3.931 0.527  -0.093
C 0.168 3.513 -0.512  -0.244
N -0.010 2.068 -0.538  -0.653
C -1.079 1.690 -1.495  -0.258
C -0.959 2.101 -2.939  -0.096
O 0.258 1.367 -3.492  -0.626
C 0.760 1.790 -4.720  -0.289
H 2.323 4.757 2.771  0.210
H 2.300 2.917 2.632  0.125
H 1.232 3.801 3.788  0.203
H 2.233 3.453 0.383  0.169
H 1.364 5.011 0.425  0.217
H 0.570 3.828 -1.475  0.197
H -0.774 4.033 -0.341  0.231
H 0.826 1.542 -0.749  0.337
H -2.102 1.857 -1.159  0.233
H -1.017 0.615 -1.325  0.205
H -1.032 3.186 -3.002  0.215
H -1.789 1.711 -3.529  0.214
H 0.767 2.870 -4.867  0.200
H -0.088 1.538 -5.357  0.181
H 1.718 1.456 -5.118  0.219

=====

Here is 15 unconnected molecules or ions with the total composition C6H39NO14 in a non-equilibrium geometry from OMol25. Energies are from wB97M-V/def2-TZVPD.

As for the spin multiplicity: 1. The energy above the lowest of the compared OMol25 structures with the same formula, charge and spin comes out at 103.3 kcal/mol. For the total energy, the calculation gives -37009.1153 eV. Its HOMO energy is -8.45 eV.

Each line ends with the natural charge from an NBO analysis.
Atoms and positions in Å:
C 1.683 1.160 2.431  -0.632
C 1.630 -0.037 1.449  -0.476
N 0.208 -2.411 0.416  -0.882
C -0.084 -1.104 -0.037  0.116
C 0.470 -0.009 0.518  -0.260
C -1.501 -1.942 -1.952  -0.383
C -1.169 -1.014 -1.054  -0.255
H 2.594 1.210 3.041  0.211
H 1.506 2.159 2.024  0.219
H 0.759 1.172 3.068  0.225
H 1.530 -0.867 2.219  0.213
H 2.630 -0.177 0.986  0.189
H 0.492 -2.371 1.378  0.396
H -0.435 -3.173 0.352  0.422
H 0.501 0.971 0.047  0.210
H -2.272 -1.695 -2.724  0.215
H -1.051 -2.875 -1.920  0.180
H -1.689 -0.028 -1.125  0.257
H -0.394 -0.955 3.837  0.509
H -0.585 -2.330 4.289  0.484
O -0.394 -1.849 3.470  -0.954
H -1.301 1.751 -3.071  0.486
H -0.419 0.486 -2.734  0.507
O -0.858 1.282 -2.359  -0.983
H -3.465 -0.315 2.215  0.490
H -2.465 -1.154 1.404  0.468
O -3.390 -1.109 1.659  -0.951
H 2.020 1.207 -3.362  0.477
H 1.058 2.235 -3.991  0.470
O 1.787 1.637 -4.205  -0.955
H 1.434 -0.948 -3.438  0.503
H 1.503 -1.683 -2.152  0.518
O 1.267 -0.776 -2.485  -1.007
H -1.366 0.193 1.741  0.464
H -1.214 1.587 2.386  0.515
O -1.395 0.643 2.596  -1.013
H -2.704 -3.355 2.024  0.480
H -1.534 -2.644 2.556  0.487
O -1.739 -3.384 1.943  -0.993
H -1.540 3.778 1.658  0.488
H -0.065 3.464 1.330  0.518
O -0.788 3.258 1.951  -0.994
H -1.071 3.075 -1.495  0.472
H -2.055 2.548 -0.560  0.483
O -1.895 3.343 -1.081  -0.965
H 1.313 -3.717 -1.763  0.473
H 2.710 -3.164 -1.784  0.500
O 1.986 -3.426 -2.393  -0.964
H -4.395 1.414 -0.245  0.478
H -3.198 0.604 0.123  0.475
O -3.512 1.204 -0.564  -0.946
H 1.956 0.582 -1.776  0.513
H 3.145 1.380 -0.964  0.485
O 2.325 1.459 -1.467  -1.001
H 1.378 4.142 -0.585  0.493
H 1.490 2.520 -0.346  0.512
O 1.190 3.389 -0.030  -1.010
H 3.461 -1.146 -0.837  0.480
H 2.569 -2.112 -0.018  0.497
O 3.348 -2.082 -0.597  -0.951

=====

Here is C6H3Br2F2I in the gas phase in a non-equilibrium geometry from OMol25. Energies are from wB97M-V/def2-TZVPD.

As for the spin multiplicity: 1. The SMILES is F\C(I)=C/C=C\C(Br)=C(\F)Br. For the total energy, the calculation gives -159888.4685 eV. Its HOMO energy is -8.87 eV.

Each line ends with the natural charge from an NBO analysis.
Atoms and positions in Å:
C 0.043 -0.115 -0.039  -0.191
C 0.086 0.884 0.845  -0.218
C 0.948 -1.222 -0.088  -0.360
C 1.023 1.082 1.924  -0.247
C 2.281 -1.139 -0.022  0.277
C 1.510 2.268 2.349  0.321
F 2.863 0.015 0.323  -0.328
F 2.254 2.329 3.488  -0.313
Br 1.326 -0.421 2.979  0.112
Br 1.349 3.926 1.392  0.082
I 3.481 -2.847 -0.193  0.171
H -0.775 -0.008 -0.672  0.220
H -0.764 1.635 0.703  0.232
H 0.410 -2.135 -0.294  0.242

=====

Here is C6H3BrCl2O2S in the gas phase in a non-equilibrium geometry from OMol25. Energies are from wB97M-V/def2-TZVPD.

As for the spin multiplicity: 1. The energy above the lowest of the compared OMol25 structures with the same formula, charge and spin comes out at 3.4 kcal/mol. The SMILES is O=[SH](=O)c1c(Cl)cc(Br)cc1Cl. For the total energy, the calculation gives -116285.7589 eV. Its HOMO energy is -9.93 eV.

Each line ends with the natural charge from an NBO analysis.
Atoms and positions in Å:
O 3.120 0.535 -0.785  -0.905
O 1.643 1.516 -2.402  -0.926
Cl 1.046 -2.566 -0.598  0.048
Cl -0.193 2.811 -0.462  0.076
Br -3.019 -0.600 2.672  0.100
C -0.913 -1.435 0.900  -0.253
C -1.236 1.010 1.009  -0.297
C 0.200 -1.201 0.040  -0.016
C -0.319 1.172 0.083  0.040
C -1.610 -0.252 1.419  -0.009
C 0.499 0.101 -0.367  -0.350
S 1.904 0.333 -1.529  1.947
H -1.311 -2.461 1.022  0.253
H -1.817 1.733 1.385  0.243
H 2.006 -0.694 -2.386  0.047